{
  "formula": "C3H12N2OS",
  "method": "wB97M-V/def2-TZVPD",
  "energy_ev": -19168.0619,
  "spin_multiplicity": 1,
  "molar_mass_g_mol": 124.2,
  "species": ["C", "C", "S", "N", "C", "N", "H", "H", "H", "H", "H", "H", "H", "H", "H", "H", "H", "H", "O"],
  "xyz": [[0.3230, 0.6391, -0.2283], [1.7778, 1.0356, -0.2212], [2.1253, 2.4650, -1.2854], [0.0543, -0.4727, 0.6583], [0.4552, -1.7992, 0.1942], [-0.3295, -2.8611, 0.7706], [-0.3482, 1.4587, 0.0342], [0.0286, 0.3846, -1.2540], [2.4009, 0.2104, -0.5593], [2.1250, 1.2329, 0.7970], [2.0152, 3.3842, -0.3248], [-0.8564, -0.4459, 1.0820], [0.3623, -1.8185, -0.8925], [1.4984, -1.9505, 0.4610], [-1.1769, -3.0528, 0.2469], [-0.5598, -2.6838, 1.7377], [-3.6580, 1.9345, -0.9068], [-3.3040, 0.9215, 0.2114], [-2.9332, 1.4181, -0.5211]]
}